# 1
ORCA calculation (ωB97M-V with the def2-TZVPD basis set) on a molecular structure, C48H62AsBaN5O6P2Si2Te.

```
! RIJCOSX wB97M-V def2-TZVPD def2/J DEFGRID3
* xyz -2 1
Ba -1.67 -0.87 -0.69
O 4.84 -4.65 0.91
C 4.06 -4.22 1.78
O 4.15 -4.24 3.02
C 2.77 -3.56 1.23
C 1.69 -3.33 2.04
C 0.53 -2.70 1.55
N 0.47 -2.31 0.25
C 1.51 -2.60 -0.55
C 2.66 -3.22 -0.13
C 1.36 -2.26 -2.00
C 1.76 -3.20 -2.95
C 1.67 -2.86 -4.29
C 1.20 -1.60 -4.63
C 0.81 -0.75 -3.62
N 0.85 -1.07 -2.33
C -0.64 -2.53 2.40
C -0.78 -3.08 3.67
C -2.01 -3.60 4.06
C -2.94 -3.88 3.01
C -2.80 -3.30 1.79
N -1.89 -2.16 1.76
H 1.77 -3.65 3.07
H 3.49 -3.43 -0.79
H 2.13 -4.16 -2.63
H 1.97 -3.56 -5.05
H 1.15 -1.27 -5.66
H 0.46 0.26 -3.84
H 0.08 -3.19 4.32
H -2.16 -4.00 5.05
H -3.67 -4.67 3.14
H -3.28 -3.59 0.88
N -2.34 1.95 -0.60
C -1.83 2.95 -1.55
C -2.48 2.84 -2.93
C -1.91 1.78 -3.86
N -2.16 0.42 -3.39
H -3.35 2.02 -0.52
H -1.97 2.18 0.32
H -0.75 2.80 -1.64
H -1.98 3.96 -1.18
H -2.36 3.80 -3.43
H -3.56 2.68 -2.82
H -0.83 1.93 -3.95
H -2.34 1.94 -4.86
H -1.80 -0.25 -4.06
H -3.17 0.26 -3.36
O -3.40 -0.53 1.42
C -2.55 -1.00 2.16
C -2.26 -0.37 3.50
C -3.23 -0.56 4.48
C -3.00 -0.13 5.77
C -1.79 0.48 6.09
C -0.85 0.71 5.10
C -1.08 0.31 3.79
P -0.02 0.79 2.38
C -0.55 2.55 2.22
C 0.09 3.33 1.25
C -0.32 4.63 1.02
C -1.37 5.18 1.74
C -2.03 4.41 2.69
C -1.61 3.10 2.93
C 1.62 0.96 3.16
C 2.08 2.13 3.76
C 3.34 2.16 4.34
C 4.15 1.03 4.31
C 3.71 -0.13 3.71
C 2.45 -0.16 3.12
H -4.14 -1.09 4.22
H -3.75 -0.30 6.53
H -1.59 0.79 7.11
H 0.08 1.22 5.34
H 0.90 2.90 0.67
H 0.20 5.22 0.27
H -1.69 6.19 1.55
H -2.86 4.82 3.24
H -2.14 2.51 3.67
H 1.46 3.02 3.77
H 3.70 3.08 4.79
H 5.14 1.07 4.75
H 4.33 -1.02 3.66
H 2.12 -1.06 2.62
C -5.45 -4.70 -5.34
C -5.77 -3.44 -4.57
O -4.67 -3.17 -3.69
P -4.90 -2.24 -2.39
O -3.57 -2.19 -1.71
Te -5.91 -0.19 -2.99
O -5.99 -3.05 -1.54
C -5.59 -4.18 -0.74
C -6.07 -3.95 0.68
H -6.25 -4.91 -6.05
H -5.36 -5.55 -4.66
H -4.52 -4.59 -5.88
H -6.68 -3.54 -3.98
H -5.89 -2.58 -5.23
H -4.51 -4.31 -0.78
H -6.06 -5.06 -1.17
H -5.64 -3.03 1.07
H -5.74 -4.77 1.32
H -7.15 -3.88 0.71
C 5.60 4.34 -0.89
Si 3.76 3.96 -0.56
C 2.85 5.29 -1.57
C 3.60 4.53 1.25
As 2.92 1.84 -0.92
Si 4.69 1.18 -2.24
C 6.33 0.94 -1.31
C 4.37 -0.54 -2.94
C 5.02 2.26 -3.77
H 5.71 5.42 -0.94
H 6.01 3.91 -1.81
H 6.21 3.98 -0.06
H 3.10 6.31 -1.24
H 1.77 5.15 -1.48
H 3.09 5.20 -2.63
H 4.32 5.33 1.45
H 3.80 3.70 1.92
H 2.61 4.92 1.49
H 6.28 -0.02 -0.79
H 6.51 1.71 -0.56
H 7.18 0.91 -2.00
H 4.20 -1.25 -2.14
H 5.23 -0.88 -3.52
H 3.50 -0.55 -3.60
H 4.88 3.33 -3.58
H 4.30 1.97 -4.55
H 6.02 2.11 -4.17
*
```

Properties
LUMO, eV: 3.247


# 2
ORCA calculation (ωB97M-V with the def2-TZVPD basis set) on a molecular structure, C48H62INO5Ti in a non-equilibrium geometry.

```
! RIJCOSX wB97M-V def2-TZVPD def2/J DEFGRID3
* xyz 2 1
Ti -0.15 0.11 -0.02
C -0.36 3.19 0.42
O -0.88 1.91 0.00
C -2.30 1.83 -0.01
C -3.02 1.79 1.20
C -2.38 1.61 2.55
C -2.36 0.13 2.87
C -3.39 -0.51 3.52
C -3.36 -1.88 3.79
C -2.22 -2.58 3.43
C -1.16 -1.97 2.77
C 0.09 -2.73 2.41
C 0.11 -3.45 1.08
C 0.70 -4.71 1.02
C 0.90 -5.39 -0.17
C 0.58 -4.70 -1.35
C 0.00 -3.44 -1.34
C -0.10 -2.69 -2.66
C -1.28 -1.80 -2.94
C -2.36 -2.26 -3.68
C -3.40 -1.44 -4.09
C -3.32 -0.09 -3.75
C -2.28 0.41 -2.99
C -2.24 1.86 -2.55
C -2.97 1.92 -1.23
C -4.36 1.98 -1.24
C -5.10 1.97 -0.07
C -4.41 1.84 1.13
C -6.61 2.09 -0.06
C -7.21 0.81 0.55
C -7.00 3.30 0.80
C -7.19 2.29 -1.46
C -1.27 -0.45 -2.55
O -0.31 0.03 -1.73
C -4.56 -2.01 -4.90
C -5.59 -0.95 -5.28
C -4.00 -2.63 -6.19
C -5.27 -3.09 -4.07
C -0.31 -2.85 -0.11
O -1.09 -1.67 -0.07
C -2.50 -1.96 -0.06
C 1.50 -6.78 -0.24
C 2.84 -6.69 -0.99
C 0.55 -7.72 -0.99
C 1.77 -7.37 1.15
C -1.25 -0.61 2.44
O -0.32 -0.03 1.67
C -4.56 -2.54 4.44
C -5.76 -2.40 3.49
C -4.35 -4.03 4.72
C -4.86 -1.84 5.78
H -0.17 3.81 -0.45
H 0.57 3.02 0.98
H -1.09 3.70 1.06
H -2.96 2.14 3.31
H -1.35 1.98 2.58
H -4.24 0.07 3.83
H -2.13 -3.63 3.66
H 0.31 -3.45 3.20
H 0.93 -2.00 2.38
H 1.01 -5.16 1.95
H 0.79 -5.16 -2.30
H -0.03 -3.42 -3.46
H 0.80 -2.06 -2.71
H -2.36 -3.31 -3.97
H -4.08 0.60 -4.09
H -2.76 2.48 -3.29
H -1.21 2.20 -2.46
H -4.85 2.05 -2.19
H -4.95 1.82 2.06
H -6.90 0.68 1.58
H -6.90 -0.06 -0.02
H -8.29 0.87 0.53
H -6.66 3.19 1.83
H -8.08 3.42 0.82
H -6.57 4.21 0.40
H -6.99 1.43 -2.10
H -6.79 3.19 -1.92
H -8.27 2.41 -1.39
H -5.14 -0.17 -5.89
H -6.04 -0.50 -4.40
H -6.38 -1.41 -5.86
H -3.47 -1.89 -6.77
H -4.82 -3.02 -6.79
H -3.33 -3.46 -5.98
H -5.63 -2.68 -3.13
H -4.61 -3.93 -3.85
H -6.12 -3.48 -4.62
H -2.77 -2.52 -0.97
H -3.03 -1.00 -0.05
H -2.77 -2.55 0.82
H 2.71 -6.37 -2.02
H 3.32 -7.66 -1.00
H 3.51 -5.99 -0.49
H 0.35 -7.38 -2.00
H -0.40 -7.80 -0.46
H 0.99 -8.71 -1.05
H 2.51 -6.78 1.69
H 2.17 -8.37 1.03
H 0.86 -7.45 1.73
H -5.55 -2.89 2.54
H -6.00 -1.36 3.29
H -6.64 -2.87 3.92
H -4.18 -4.59 3.80
H -5.23 -4.44 5.20
H -3.51 -4.18 5.40
H -5.10 -0.79 5.64
H -4.01 -1.91 6.44
H -5.71 -2.31 6.26
N 3.93 0.49 -0.59
C 2.66 0.80 -0.78
O 1.76 0.30 -0.06
C 2.35 1.79 -1.86
I 2.95 3.76 -1.16
H 4.19 -0.14 0.16
H 4.67 0.91 -1.13
H 1.28 1.80 -2.08
H 2.92 1.60 -2.77
*
```

Properties
LUMO, eV: -6.436


# 3
ORCA calculation (ωB97M-V with the def2-TZVPD basis set) on a molecular structure, C48H63BMoN5P2STe.

```
! RIJCOSX wB97M-V def2-TZVPD def2/J DEFGRID3
* xyz 3 3
Mo 0.27 0.14 0.19
C 0.32 3.44 4.48
C -0.17 2.74 3.21
C -0.33 3.82 2.12
C -1.54 2.11 3.49
P 1.06 1.45 2.59
C 2.50 2.46 2.09
N 2.26 2.78 0.72
B 1.41 2.07 -0.18
N 1.57 2.77 -1.41
C 0.94 2.42 -2.64
P 0.49 0.66 -2.42
C -0.66 0.48 -3.91
C -1.62 1.67 -4.01
C 0.19 0.47 -5.19
C -1.48 -0.80 -3.85
C 2.12 -0.29 -2.63
C 2.79 -0.36 -1.25
C 3.13 0.38 -3.58
C 1.87 -1.73 -3.09
C 2.42 3.85 -1.26
C 2.85 4.82 -2.16
C 3.74 5.78 -1.69
C 4.18 5.77 -0.37
C 3.76 4.81 0.53
C 2.87 3.85 0.07
C 1.83 0.49 4.01
C 2.71 1.38 4.92
C 0.77 -0.14 4.91
C 2.79 -0.55 3.36
H -0.33 4.30 4.65
H 1.34 3.82 4.40
H 0.25 2.80 5.36
H -1.17 4.45 2.40
H -0.53 3.40 1.14
H 0.55 4.45 2.05
H -2.11 2.80 4.12
H -1.48 1.16 4.03
H -2.10 1.98 2.58
H 3.43 1.91 2.23
H 2.55 3.36 2.71
H 1.62 2.52 -3.49
H 0.06 3.03 -2.85
H -1.14 2.56 -4.40
H -2.10 1.92 -3.06
H -2.41 1.40 -4.72
H 0.84 1.34 -5.26
H -0.50 0.52 -6.04
H 0.78 -0.43 -5.31
H -2.13 -0.81 -2.96
H -0.86 -1.68 -3.86
H -2.14 -0.85 -4.72
H 3.29 0.57 -0.96
H 3.51 -1.18 -1.21
H 2.07 -0.61 -0.42
H 3.34 1.42 -3.32
H 2.82 0.31 -4.62
H 4.08 -0.16 -3.49
H 1.37 -2.31 -2.32
H 2.84 -2.20 -3.29
H 1.28 -1.80 -4.00
H 2.50 4.83 -3.18
H 4.09 6.54 -2.37
H 4.88 6.53 -0.05
H 4.12 4.81 1.55
H 2.13 2.09 5.51
H 3.49 1.91 4.38
H 3.21 0.71 5.62
H 0.27 0.61 5.52
H 1.25 -0.84 5.60
H -0.01 -0.69 4.37
H 3.82 -0.29 3.58
H 2.70 -0.61 2.27
H 2.62 -1.54 3.78
N -3.79 0.04 1.43
C -4.62 0.78 0.54
C -5.99 0.59 0.59
C -6.81 1.29 -0.29
C -6.25 2.16 -1.21
C -4.87 2.33 -1.27
C -4.06 1.64 -0.38
S -2.32 1.97 -0.39
N -1.72 0.61 0.49
C -2.47 -0.09 1.31
C -1.76 -1.09 2.13
C -2.36 -1.88 3.09
C -1.60 -2.85 3.75
C -0.27 -3.00 3.41
C 0.27 -2.16 2.45
N -0.44 -1.20 1.84
H -4.27 -0.53 2.10
H -6.42 -0.10 1.31
H -7.88 1.16 -0.24
H -6.89 2.71 -1.89
H -4.44 3.01 -1.99
H -3.40 -1.77 3.34
H -2.06 -3.48 4.50
H 0.35 -3.76 3.86
H 1.30 -2.25 2.16
Te -1.18 -2.50 -0.80
C -0.22 -4.01 0.31
C 1.17 -4.12 0.36
C 1.76 -5.17 1.05
C 0.96 -6.13 1.66
C -0.43 -6.03 1.60
C -1.02 -4.97 0.92
C -1.27 -3.76 -2.50
C -2.52 -3.86 -3.11
C -2.69 -4.75 -4.16
C -1.63 -5.53 -4.59
C -0.39 -5.42 -3.97
C -0.21 -4.54 -2.92
H 1.80 -3.38 -0.13
H 2.83 -5.26 1.08
H 1.41 -6.96 2.18
H -1.05 -6.78 2.06
H -2.10 -4.91 0.86
H -3.36 -3.26 -2.77
H -3.66 -4.84 -4.63
H -1.76 -6.23 -5.40
H 0.44 -6.04 -4.30
H 0.76 -4.49 -2.43
*
```

Properties
LUMO (alpha / beta), eV: -8.876 / -9.053
⟨S²⟩: 2.048


Calculated values (kJ/mol) of relative energy (zero: lowest compared OMol25 entry of this formula, charge and spin) for the records, taken in order: 0.0 107.4 19.2.